*w*
Formula: C4H8N
Source: the OMol25 dataset
Level of theory: wB97M-V/def2-TZVPD

Bonds (Å) are listed after each position.
Geometry (Å):
1 C -2.6983 0.0385 -0.1723  C2 1.354, H6 1.178, H7 1.131, H8 1.113
2 C -1.3609 0.1666 -0.0029  C1 1.354, N3 1.155
3 N -0.2681 0.3882 0.2998  C2 1.155, C4 1.528
4 C 1.2303 0.4580 0.5902  N3 1.528, C5 1.547, H9 1.088, H10 1.107
5 C 1.9415 0.0310 -0.7161  C4 1.547, H11 1.051, H12 1.051, H13 1.115
6 H -3.2319 -0.1410 0.8623  C1 1.178
7 H -3.2853 0.8322 -0.7245  C1 1.131
8 H -2.7998 -0.9780 -0.6147  C1 1.113
9 H 1.5124 -0.2753 1.3429  C4 1.088
10 H 1.4503 1.3531 1.2024  C4 1.107
11 H 1.5664 -0.9331 -0.9045  C5 1.051
12 H 1.7852 0.6760 -1.5309  C5 1.051
13 H 3.0375 0.2280 -0.6635  C5 1.115

Its SMILES is CC#[N+]CC. The HOMO energy is -16.7 eV. The multiplicity is 1. Its net charge is +1.

***

*x*
Formula: C4H8N
Source: the OMol25 dataset
Level of theory: wB97M-V/def2-TZVPD

Bonds (Å) are listed after each position.
Geometry (Å):
1 C -1.9378 0.2671 -0.3321  C2 1.468, H6 1.029, H7 1.110, H8 1.137
2 C -0.7466 -0.4590 0.1258  C1 1.468, C3 1.278, N4 1.511
3 C 0.0160 -1.3084 0.7006  C2 1.278, N4 1.431, H9 0.999
4 N 0.6945 -0.5659 -0.3172  C2 1.511, C3 1.431, C5 1.614, H10 1.075
5 C 1.6321 0.6409 0.2023  N4 1.614, H11 1.047, H12 1.188, H13 1.070
6 H -2.2176 0.7983 0.5036  C1 1.029
7 H -2.6839 -0.3277 -0.8997  C1 1.110
8 H -1.7142 1.1325 -1.0344  C1 1.137
9 H 0.2667 -1.8621 1.4940  C3 0.999
10 H 1.0277 -1.0720 -1.2046  N4 1.075
11 H 1.1986 1.1210 1.0258  C5 1.047
12 H 2.7537 0.2671 0.3143  C5 1.188
13 H 1.7106 1.3681 -0.5786  C5 1.070

Its SMILES is CC1=C[N@@H+]1C. The HOMO energy is -15.6 eV. The multiplicity is 1. Its net charge is +1.

***

*y*
Formula: C4H8N
Source: the OMol25 dataset
Level of theory: wB97M-V/def2-TZVPD

Bonds (Å) are listed after each position.
Geometry (Å):
1 C 1.0161 1.6832 1.7593  C2 1.360, H6 1.003, H7 1.028
2 C 1.2311 1.0266 0.5876  C1 1.360, C3 1.546, H8 1.005
3 C 0.1249 0.0999 0.0335  C2 1.546, N4 1.292, H9 1.178
4 N -0.2059 -0.5530 -1.0313  C3 1.292, C5 1.465, H10 1.000
5 C -1.3653 -1.4298 -1.2126  N4 1.465, H11 1.077, H12 1.044, H13 1.020
6 H 0.3637 1.4799 2.4941  C1 1.003
7 H 1.7039 2.3693 2.0958  C1 1.028
8 H 2.0357 1.0637 -0.0131  C2 1.005
9 H -0.6757 -0.1928 0.8466  C3 1.178
10 H 0.5029 -0.5528 -1.7371  N4 1.000
11 H -1.1758 -2.4630 -0.9748  C5 1.077
12 H -2.1222 -1.0217 -0.6209  C5 1.044
13 H -1.4334 -1.5095 -2.2272  C5 1.020

Its SMILES is C=C/C=[NH+]/C. The HOMO energy is -15.3 eV. The multiplicity is 1. Its net charge is +1.

***

The data favor *w*; the next most stable structure lies 0.420 eV above it.

***

*w*
Formula: C4H8N
Source: the OMol25 dataset
Level of theory: wB97M-V/def2-TZVPD

Bonds (Å) are listed after each position.
Geometry (Å):
1 C 0.7635 -0.3400 0.1697  C2 1.306, C3 1.440, N5 1.426
2 C 2.0510 -0.1873 0.0105  C1 1.306, H6 1.098, H7 1.046
3 C -0.3577 -1.2423 0.1399  C1 1.440, N5 1.452, H8 1.118, H9 1.058
4 C -1.2314 1.0580 -0.5164  N5 1.413, H10 1.080, H11 1.098, H12 1.063
5 N -0.5511 0.1798 0.3572  C1 1.426, C3 1.452, C4 1.413
6 H 2.6769 0.6919 0.2129  C2 1.098
7 H 2.6048 -1.0600 -0.1485  C2 1.046
8 H -0.6008 -1.5934 -0.8931  C3 1.118
9 H -0.6946 -1.8555 0.9340  C3 1.058
10 H -0.4413 1.7920 -0.5729  C4 1.080
11 H -1.2965 0.5328 -1.4787  C4 1.098
12 H -2.1355 1.3402 -0.0334  C4 1.063
13 H -0.7873 0.6840 1.8187  no bonds

The HOMO energy is -15.3 eV. The multiplicity is 1. Its net charge is +1.

***

*x*
Formula: C4H8N
Source: the OMol25 dataset
Level of theory: wB97M-V/def2-TZVPD

Bonds (Å) are listed after each position.
Geometry (Å):
1 N 0.3685 1.0443 1.4935  C2 1.492, H6 0.987, H7 1.083, H8 1.032
2 C 0.4011 0.1949 0.2669  N1 1.492, C3 1.463, C5 1.546, H9 1.018
3 C -0.4009 0.3228 -0.9495  C2 1.463, C4 1.508, C5 1.468, H10 1.072
4 C -0.0851 -1.0460 -1.4985  C3 1.508, C5 1.542, H11 0.995, H12 1.154
5 C -0.6921 -0.8354 -0.0965  C2 1.546, C3 1.468, C4 1.542, H13 1.068
6 H 0.9221 1.8275 1.2595  N1 0.987
7 H 0.8865 0.5341 2.2959  N1 1.083
8 H -0.5721 1.4556 1.5985  N1 1.032
9 H 1.2813 -0.2955 0.1190  C2 1.018
10 H -0.9310 1.1679 -1.3429  C3 1.072
11 H -0.6770 -1.5226 -2.1409  C4 0.995
12 H 0.9375 -1.5796 -1.5377  C4 1.154
13 H -1.4387 -1.2681 0.5327  C5 1.068

Its SMILES is [NH3+][C@@H]1[C@H]2C[C@@H]12. The HOMO energy is -14.4 eV. The multiplicity is 1. Its net charge is +1.

***

The data favor *x*; the next most stable structure lies 1.842 eV above it.

***

*w*
Formula: C4H8N
Source: the OMol25 dataset
Level of theory: wB97M-V/def2-TZVPD

Bonds (Å) are listed after each position.
Geometry (Å):
1 C 0.1924 -0.1368 2.3898  N2 1.252, H6 1.068, H7 1.110
2 N 0.2719 0.3621 1.2441  C1 1.252, C3 1.454, H8 1.085
3 C 0.1061 -0.4364 0.0409  N2 1.454, C4 1.399, H9 1.119
4 C 0.1733 0.2691 -1.1656  C3 1.399, C5 1.518, H10 1.151
5 C -0.6730 -0.0779 -2.3773  C4 1.518, H11 1.062, H12 1.156, H13 1.063
6 H 0.1817 0.3310 3.3493  C1 1.068
7 H 0.0800 -1.2401 2.4391  C1 1.110
8 H 0.6384 1.3811 1.1707  N2 1.085
9 H -0.2053 -1.4877 0.2637  C3 1.119
10 H 0.9044 1.1533 -1.0745  C4 1.151
11 H -1.4991 0.5727 -2.5282  C5 1.062
12 H -0.7930 -1.2178 -2.5268  C5 1.156
13 H -0.0032 0.2648 -3.1286  C5 1.063

Its SMILES is C=[NH+]/C=C/C. The HOMO energy is -14.1 eV. The multiplicity is 1. Its net charge is +1.

***

*x*
Formula: C4H8N
Source: the OMol25 dataset
Level of theory: wB97M-V/def2-TZVPD

Bonds (Å) are listed after each position.
Geometry (Å):
1 C -1.4440 0.3257 -1.1946  N2 1.516, H6 1.097, H7 1.092
2 N -0.1910 -0.4658 -0.8756  C1 1.516, C3 1.343, H8 1.024
3 C 0.4414 -0.2244 0.2842  N2 1.343, C4 1.371, C5 1.512
4 C 0.6570 -1.2627 1.1525  C3 1.371, H9 1.083, H10 1.087
5 C 0.6520 1.2366 0.6102  C3 1.512, H11 1.108, H12 1.088, H13 1.082
6 H -1.2540 0.8003 -2.1653  C1 1.097
7 H -2.2326 -0.4295 -1.1959  C1 1.092
8 H -0.0609 -1.3989 -1.2759  N2 1.024
9 H 0.7258 -2.2673 0.7536  C4 1.083
10 H 0.7809 -1.1066 2.2213  C4 1.087
11 H 0.3495 1.6840 -0.3569  C5 1.108
12 H -0.1201 1.6482 1.2573  C5 1.088
13 H 1.6960 1.4605 0.7849  C5 1.082

Its SMILES is C=[NH+]C(=C)C. The HOMO energy is -14.0 eV. The multiplicity is 1. Its net charge is +1.

***

The data favor *w*; the next most stable structure lies 3.381 eV above it.

***

*w*
Formula: C4H8N
Source: the OMol25 dataset
Level of theory: wB97M-V/def2-TZVPD

Bonds (Å) are listed after each position.
Geometry (Å):
1 C -2.3756 0.0919 0.1868  C2 1.583, H6 0.991, H7 1.035
2 C -0.9772 0.1086 -0.5557  C1 1.583, N3 1.399, H8 1.032
3 N 0.1744 -0.0831 0.2154  C2 1.399, C4 1.466, C5 1.486, H9 0.976
4 C 1.4364 -0.7382 -0.1414  N3 1.466, C5 1.477, H10 1.157, H11 1.055
5 C 1.4380 0.6985 0.2017  N3 1.486, C4 1.477, H12 1.053, H13 1.145
6 H -3.1807 0.2356 -0.3731  C1 0.991
7 H -2.3245 -0.0869 1.2049  C1 1.035
8 H -0.8200 0.3095 -1.5553  C2 1.032
9 H -0.0725 -0.2358 1.1475  N3 0.976
10 H 1.6732 -1.0585 -1.2278  C4 1.157
11 H 1.6342 -1.6269 0.3923  C4 1.055
12 H 1.9202 0.8835 1.1189  C5 1.053
13 H 1.4741 1.5017 -0.6142  C5 1.145

Its SMILES is C=C[NH+]1CC1. The HOMO energy is -14.1 eV. The multiplicity is 1. Its net charge is +1.

***

*x*
Formula: C4H8N
Source: the OMol25 dataset
Level of theory: wB97M-V/def2-TZVPD

Bonds (Å) are listed after each position.
Geometry (Å):
1 C 2.5128 -0.1593 -0.1885  N5 1.231, H6 1.082, H7 1.165
2 C -0.5743 0.0325 -0.1951  C3 1.404, C4 1.411
3 C -1.1979 1.2901 -0.1755  C2 1.404, H8 1.153, H9 1.048, H10 1.155
4 C -1.0837 -1.2208 0.2045  C2 1.411, H11 1.200, H12 1.099, H13 1.059
5 N 1.6683 0.6880 0.1014  C1 1.231
6 H 2.6743 -1.1459 -0.6031  C1 1.082
7 H 3.5583 0.1579 0.2150  C1 1.165
8 H -1.0070 1.6016 0.9185  C3 1.153
9 H -2.2413 1.1898 -0.1822  C3 1.048
10 H -0.7630 2.1814 -0.7669  C3 1.155
11 H -2.2832 -1.2435 0.2205  C4 1.200
12 H -0.7029 -1.8401 -0.6194  C4 1.099
13 H -0.5602 -1.5317 1.0707  C4 1.059

The HOMO energy (alpha / beta) is -14.2 / -14.6 eV. The multiplicity is 1. Its net charge is +1.

***

*y*
Formula: C4H8N
Source: the OMol25 dataset
Level of theory: wB97M-V/def2-TZVPD

Bonds (Å) are listed after each position.
Geometry (Å):
1 C 2.3201 1.1044 -0.1689  N2 1.272, H6 1.083, H7 1.082
2 N 1.2387 0.6340 -0.6457  C1 1.272, C3 1.414, H8 1.019
3 C 0.3456 -0.1936 0.0727  N2 1.414, C4 1.330, H9 1.085
4 C -0.9194 -0.3366 -0.3114  C3 1.330, C5 1.477, H10 1.091
5 C -1.9636 -0.9778 0.5137  C4 1.477, H11 1.088, H12 1.091, H13 1.088
6 H 2.9015 1.8494 -0.6979  C1 1.083
7 H 2.5439 0.8414 0.8568  C1 1.082
8 H 0.8785 0.9309 -1.5517  N2 1.019
9 H 0.6350 -0.5903 1.0400  C3 1.085
10 H -1.2507 0.0957 -1.2564  C4 1.091
11 H -1.5172 -1.6286 1.2632  C5 1.088
12 H -2.5528 -0.1973 0.9979  C5 1.091
13 H -2.6595 -1.5317 -0.1123  C5 1.088

Its SMILES is C=[NH+]/C=C/C. The HOMO energy is -14.6 eV. The multiplicity is 1. Its net charge is +1.

***

The data favor *y*; the next most stable structure lies 2.982 eV above it.